1.
This record from OMol25 describes a cluster of 8 separate species, C32H64O8 in total. The level of theory is ωB97M-V/def2-TZVPD.

CARTESIAN COORDINATES (ANGSTROEM)
C -0.3476 1.6109 0.7494
C -0.6136 0.2299 1.0174
C 0.4684 -0.4851 0.1134
O 1.5544 0.3639 0.3284
C 1.2274 1.7309 0.5214
H -0.5356 2.1739 1.7884
H -1.0046 2.0179 0.0274
H -1.5156 -0.3011 0.7804
H -0.5236 -0.1281 2.0514
H 0.3874 -0.8271 -0.9366
H 0.7934 -1.4691 0.4624
H 1.3334 2.3729 -0.2786
H 1.8034 2.2369 1.4204
C -4.4856 1.2489 -1.1146
C -4.6116 -0.2801 -1.2096
C -6.0376 -0.5091 -1.4256
O -6.6676 0.5019 -0.6056
C -5.8266 1.6889 -0.6306
H -4.2956 1.6579 -2.0416
H -3.7026 1.3979 -0.5026
H -4.2556 -0.5501 -0.2136
H -4.1066 -1.1191 -1.8726
H -6.4746 -1.4121 -1.0956
H -6.3056 -0.4531 -2.3736
H -5.8196 1.8009 0.4024
H -6.2116 2.6319 -1.2996
C 0.8954 5.9439 0.9044
C 2.2744 5.3539 0.5704
C 2.7834 4.8689 1.9584
O 1.6714 4.9119 2.8114
C 0.8094 5.9169 2.3654
H 0.0394 5.3879 0.3484
H 0.6864 6.8959 0.4024
H 2.9794 5.7989 0.2014
H 2.1794 4.2869 -0.0766
H 3.3934 5.6449 2.2634
H 3.1534 4.0089 2.0054
H 0.8764 6.9399 2.8174
H -0.1396 5.8049 2.7784
C 3.1444 -2.1801 3.4504
C 3.7024 -1.7691 2.0654
C 3.6564 -3.0641 1.3084
O 2.5534 -3.6791 1.8684
C 2.5904 -3.6731 3.3044
H 2.2434 -1.5241 3.8624
H 3.6314 -2.0711 4.3314
H 4.5384 -1.1721 2.0514
H 2.8484 -1.1511 1.9164
H 4.7234 -3.5901 1.4514
H 3.5184 -2.8691 0.2374
H 3.1284 -4.4211 3.9444
H 1.5164 -3.7321 3.4724
C -2.4056 -3.0841 -1.8726
C -2.2316 -3.3421 -0.3326
C -1.2086 -4.4441 -0.2796
O -1.3196 -5.0611 -1.6296
C -1.4696 -4.0771 -2.6066
H -2.2046 -1.9701 -2.1726
H -3.4556 -3.3061 -2.2486
H -2.9596 -3.8211 0.0654
H -2.0196 -2.2711 0.2924
H -1.2486 -5.1601 0.4044
H -0.3666 -3.7431 -0.1386
H -1.8486 -4.5401 -3.4236
H -0.6186 -3.5541 -2.9176
C 0.6614 0.4149 6.4354
C 1.5864 1.2439 5.7504
C 0.8294 1.5529 4.4104
O -0.5336 1.3669 4.7484
C -0.5076 0.1189 5.5284
H 0.5764 1.0629 7.3644
H 1.0894 -0.6511 6.9884
H 2.5734 0.7339 5.7084
H 1.4894 2.1469 6.2184
H 1.0204 0.8309 3.6424
H 1.2374 2.4839 3.8774
H -0.4236 -0.6731 4.8094
H -1.3546 0.2009 6.3074
C 2.3104 -2.8461 -4.3516
C 2.7024 -2.5011 -2.9606
C 4.2554 -2.3481 -3.0286
O 4.4374 -1.7641 -4.2316
C 3.5404 -2.5531 -5.0786
H 1.5194 -2.0451 -4.5296
H 2.0164 -3.9661 -4.5296
H 2.4774 -3.3131 -2.2196
H 2.1654 -1.5751 -2.5256
H 4.6524 -3.4071 -2.9806
H 4.6624 -1.7241 -2.1196
H 3.9794 -3.5841 -5.3486
H 3.2904 -2.0961 -6.0866
C -2.3976 2.3409 -4.3586
C -1.1216 2.0579 -3.4636
C -1.1036 0.5719 -3.3966
O -1.5996 0.1109 -4.6066
C -2.8036 0.8719 -4.6546
H -2.2126 3.0189 -5.1266
H -3.0736 3.0619 -4.0116
H -1.1416 2.5549 -2.6116
H -0.3376 2.3819 -3.9806
H -1.7766 0.1239 -2.5726
H -0.0606 0.2019 -3.3476
H -3.4736 0.3619 -4.0076
H -3.4136 0.6039 -5.4746

The value obtained for the HOMO-LUMO gap is 10.15 eV. The HOMO energy is -9.61 eV. The energy above the lowest of the compared OMol25 structures with the same formula, charge and spin comes out at 324.0 kcal/mol. Its LUMO energy is 0.55 eV. Its SMILES is C1CCOC1.C1CCOC1.C1CCOC1.C1CCOC1.C1CCOC1.C1CCOC1.C1CCOC1.C1CCOC1.

2.
This record from OMol25 describes a structure of composition C22H19N5O6Pt. The level of theory is ωB97M-V/def2-TZVPD.

CARTESIAN COORDINATES (ANGSTROEM)
Pt -0.0558 1.8568 0.1465
O 1.9089 1.8907 -0.5077
C 2.6707 2.7654 -0.0725
C 2.3368 4.1406 0.1290
C 3.3854 5.0407 0.3730
C 3.1285 6.3704 0.5177
C 1.8146 6.8656 0.4448
C 0.7746 6.0055 0.2495
C 0.9870 4.6113 0.0700
O -0.0370 3.8606 -0.1484
N 4.2344 7.2987 0.7529
O 3.9692 8.4836 0.8174
O 5.3517 6.8335 0.8705
H 3.7035 2.4675 0.1511
H 4.4080 4.6882 0.4194
H 1.6511 7.9282 0.5525
H -0.2440 6.3651 0.1957
N -2.9405 1.2518 1.1097
N -2.0437 2.1672 0.4622
H -2.8657 0.3839 0.5869
H -2.5832 1.0899 2.0438
H -2.1604 3.0845 0.8817
H -2.3552 2.2314 -0.5044
O 1.7759 -0.3859 1.7844
C 0.8761 -0.8477 1.1214
N 0.6505 -2.1676 0.8500
C -0.4821 -2.3878 -0.0266
C -0.9271 -0.9219 -0.2397
O -1.8687 -0.5506 -0.9305
N -0.1423 -0.1085 0.5064
C -0.0866 -3.0973 -1.3248
C -0.6155 -2.7345 -2.5578
C -0.2326 -3.4111 -3.7095
C 0.6746 -4.4559 -3.6441
C 1.1947 -4.8318 -2.4133
C 0.8119 -4.1596 -1.2641
C -1.5947 -3.1913 0.6714
C -1.2482 -4.1680 1.6001
C -2.2255 -4.9007 2.2557
C -3.5672 -4.6606 1.9981
C -3.9197 -3.7054 1.0572
C -2.9404 -2.9836 0.3867
H 1.3649 -2.8470 1.0347
H -1.3246 -1.9219 -2.6213
H -0.6461 -3.1141 -4.6648
H 0.9784 -4.9759 -4.5433
H 1.9013 -5.6489 -2.3457
H 1.2179 -4.4840 -0.3128
H -0.2067 -4.3612 1.8233
H -1.9357 -5.6609 2.9699
H -4.3319 -5.2182 2.5231
H -4.9633 -3.5198 0.8375
H -3.2262 -2.2594 -0.3629

The value obtained for the HOMO-LUMO gap is 7.86 eV. The HOMO energy is -8.80 eV. The energy above the lowest of the compared OMol25 structures with the same formula, charge and spin comes out at 8.7 kcal/mol. Its LUMO energy is -0.94 eV.

3.
This record from OMol25 describes a structure of composition C44H70Cl2F3N10O2Tl. The level of theory is ωB97M-V/def2-TZVPD.

CARTESIAN COORDINATES (ANGSTROEM)
Tl 12.3174 13.1238 12.1460
C 11.9259 11.1208 9.7821
O 11.9101 9.7521 10.1329
O 12.8040 11.8285 10.5309
C 12.4772 11.1806 8.3466
F 11.8341 10.4127 7.4642
F 12.4851 12.4005 7.7933
F 13.6988 10.7052 8.4163
C 11.5015 9.5096 11.4464
C 10.0642 9.7768 11.8041
H 9.3923 9.1683 11.1097
H 9.9042 9.5068 12.8312
H 9.8222 10.8314 11.6760
H 12.2448 9.9860 12.1253
H 11.7201 8.4281 11.6119
H 10.8840 11.4747 9.8854
Cl 12.8304 15.4005 11.9202
Cl 11.0300 12.2674 13.8808
N 12.1573 18.0068 10.0325
C 12.7454 19.0944 9.4873
C 12.2983 20.2068 10.1477
C 11.3388 19.7820 11.1161
C 11.2980 18.4128 11.0166
H 12.2272 17.0768 9.6597
H 13.4915 18.9429 8.7223
H 12.5244 21.2823 10.0558
H 10.9439 20.4485 11.8632
H 10.7865 17.6375 11.5635
N 12.8576 13.8802 17.0721
C 12.6695 14.3054 18.3740
C 13.1967 15.5502 18.4272
C 13.5935 15.9201 17.1268
C 13.3269 14.9140 16.2900
H 12.6125 12.9814 16.6620
H 12.2491 13.6329 19.1347
H 13.4502 16.2104 19.2435
H 14.0614 16.8802 16.8400
H 13.5306 14.7922 15.2076
N 16.1197 10.6672 10.7161
C 16.1309 9.4084 11.3859
C 17.4136 9.0287 11.6052
C 18.2606 10.0078 11.1049
C 17.4316 11.0740 10.5705
H 15.3006 11.0679 10.2214
H 15.1566 8.9339 11.5368
H 17.9361 8.1618 12.0183
H 19.2713 10.0968 11.1812
H 17.7323 12.0177 10.1234
C 15.8248 15.7755 6.9273
C 15.1298 14.4938 7.3730
C 14.7867 14.5672 8.8825
C 15.9294 14.5199 9.7821
N 16.7114 14.5050 10.6469
H 16.1878 15.5686 5.9373
H 16.6822 16.0226 7.5132
H 15.2310 16.6643 6.9595
H 15.7576 13.6672 7.1413
H 14.1726 14.3933 6.9002
H 14.1277 13.7519 9.1406
H 14.1987 15.4578 8.9463
C 14.7742 18.8622 13.3414
C 14.8137 17.5668 14.1370
C 16.0762 16.7660 14.0408
C 17.1705 17.4883 14.7940
N 18.1029 17.9816 15.2858
H 15.6147 19.5160 13.6941
H 13.8533 19.4190 13.4567
H 14.9556 18.7213 12.2477
H 14.0825 16.8977 13.7068
H 14.6313 17.7586 15.2151
H 16.4599 16.7023 13.0193
H 16.0043 15.7969 14.4818
C 6.5324 12.1593 13.3330
C 6.9596 13.6190 13.2283
C 7.5402 14.1542 11.8531
C 8.9373 13.6557 11.4934
N 10.0092 13.3403 11.1029
H 6.1340 11.9489 14.3047
H 7.2548 11.3374 13.1748
H 5.6679 11.9791 12.6658
H 7.5846 13.8194 14.0945
H 6.0435 14.2003 13.3460
H 7.6091 15.2459 11.8895
H 6.8313 13.8017 11.0998
C 10.3145 18.6945 17.5474
C 9.2204 17.8043 16.9064
C 8.7186 18.5245 15.6472
C 7.8313 17.6915 14.7792
N 7.1327 17.1097 14.1253
H 9.9905 19.7439 17.6266
H 11.2408 18.7064 16.9661
H 10.6825 18.4435 18.5454
H 8.3044 17.5628 17.4605
H 9.7229 16.9522 16.4870
H 9.6746 18.7186 15.1291
H 8.1935 19.4683 15.8870
C 19.2494 12.4537 14.6929
C 18.1727 13.2442 13.9447
C 17.0571 12.2576 13.5427
C 15.6885 12.6622 13.3232
N 14.5437 12.7385 13.2799
H 19.6697 11.6867 14.0846
H 18.7531 11.8835 15.5290
H 19.9337 13.1199 15.2114
H 18.5316 13.6507 13.0097
H 17.8213 14.0723 14.4884
H 16.9343 11.4386 14.3296
H 17.3761 11.6873 12.6873
C 8.9580 15.6010 8.2087
C 9.1133 15.9871 6.7575
C 10.2178 17.0001 6.4965
C 11.4906 16.5855 7.0959
N 12.5590 16.4483 7.5184
H 9.8001 15.0218 8.6314
H 8.0949 14.9521 8.2168
H 8.8339 16.4088 8.9030
H 8.1719 16.2576 6.2955
H 9.3978 15.0649 6.2658
H 10.0471 17.8973 7.0650
H 10.3609 17.2682 5.4723
C 14.1769 7.5874 20.5925
C 14.0245 8.9657 19.9270
C 13.3086 9.2650 18.5432
C 13.7720 8.7427 17.3001
N 13.8099 8.3905 16.2302
H 14.2396 7.7906 21.6533
H 15.0807 7.2300 20.2346
H 13.4170 6.8722 20.4378
H 14.9384 9.5471 19.9736
H 13.3959 9.6066 20.5763
H 13.1962 10.3465 18.4457
H 12.2890 8.8846 18.5697

The value obtained for the HOMO-LUMO gap is 7.35 eV. The HOMO energy is -7.91 eV. Its LUMO energy is -0.56 eV.

4.
This record from OMol25 describes a structure of composition C11H8F12N3O4PPdS2. The level of theory is ωB97M-V/def2-TZVPD.

CARTESIAN COORDINATES (ANGSTROEM)
Pd -0.6086 -0.0150 0.7989
F -2.2532 -3.7498 2.5908
C -2.4100 -2.4900 2.2374
F -2.3862 -2.3922 0.9118
F -3.5345 -2.0007 2.7102
S -1.0290 -1.5116 3.0294
O -1.3678 -0.0892 2.8921
O -0.7722 -2.1240 4.2783
N 0.1516 -1.7645 1.9093
S 1.6652 -1.0983 2.1105
O 2.5254 -1.7039 1.1504
O 1.5372 0.3496 2.1149
C 2.3340 -1.4813 3.8073
F 1.6780 -0.7838 4.7107
F 2.2288 -2.7739 4.0487
F 3.6003 -1.1169 3.7718
N 1.1704 2.2009 0.0424
C 1.0017 1.9050 -1.2262
C 1.0723 2.9329 -2.2085
C 1.2016 2.6190 -3.5411
C 1.2583 1.2921 -3.9419
C 1.0590 0.2301 -3.0092
C 1.0164 -1.1185 -3.4127
C 0.7176 -2.0871 -2.4948
C 0.3812 -1.7034 -1.1963
N 0.4204 -0.4335 -0.8003
C 0.8234 0.5272 -1.6687
H 1.1943 3.1674 0.3413
H 1.3056 1.4927 0.7678
H 1.0889 3.9626 -1.8745
H 1.3009 3.4093 -4.2716
H 1.4130 1.0426 -4.9835
H 1.2181 -1.3729 -4.4455
H 0.6779 -3.1327 -2.7620
H 0.0483 -2.4281 -0.4688
F -1.7948 0.8902 -1.1943
P -2.8997 1.7843 -0.2876
F -2.5204 3.0540 -1.1692
F -4.0544 1.3360 -1.2558
F -3.0824 0.4381 0.6222
F -3.8237 2.6075 0.6736
F -1.5531 2.1299 0.6929

The value obtained for the HOMO-LUMO gap (spin up / spin down) is 7.44 / 7.05 eV. The HOMO energy (spin up / spin down) is -13.30 / -14.03 eV. Its spin multiplicity is 2. The total charge is +1. The energy above the lowest of the compared OMol25 structures with the same formula, charge and spin comes out at 8.0 kcal/mol. Its LUMO energy (spin up / spin down) is -5.86 / -6.98 eV.

5.
This record from OMol25 describes a cluster of 2 separate species, C4H9N9 in total. The level of theory is ωB97M-V/def2-TZVPD.

CARTESIAN COORDINATES (ANGSTROEM)
C 0.7267 -3.4775 0.5688
C -1.5408 -3.1054 1.0775
C -0.6702 0.7801 1.7043
C 0.7450 -1.0581 -1.6005
N 1.5836 -4.2302 0.5866
N -2.6673 -3.2926 1.1738
N -1.6919 1.6159 1.8673
N 0.5753 1.1591 1.8589
N -0.1431 -0.9271 -2.5580
N -0.2458 -2.6286 0.8454
N 0.1393 -1.3673 0.8644
N 2.0314 -1.1978 -1.7756
N -0.8255 -0.4656 1.1586
H -1.5512 2.4380 2.4195
H -2.6143 1.2197 1.7568
H 0.6905 2.0065 2.3578
H 1.2754 0.7506 1.2652
H -1.1256 -1.0439 -2.4330
H -0.0431 -0.6247 -3.4988
H 2.4996 -0.7407 -2.5096
H 2.4995 -1.6954 -1.0572
H -1.8427 -0.7053 1.2129

The value obtained for the HOMO-LUMO gap (spin up / spin down) is 6.72 / 8.97 eV. The HOMO energy (spin up / spin down) is -16.67 / -18.29 eV. The total charge is +2. The energy above the lowest of the compared OMol25 structures with the same formula, charge and spin comes out at 64.7 kcal/mol. Its LUMO energy (spin up / spin down) is -9.95 / -9.33 eV.

6.
This record from OMol25 describes a cluster of 3 separate species, C2H5BrO2S in total. The level of theory is ωB97M-V/def2-TZVPD.

CARTESIAN COORDINATES (ANGSTROEM)
C -0.0850 0.2526 1.5779
C -0.1786 -0.7788 2.3707
O 0.5385 -3.1802 0.1101
O 1.4880 -1.4048 -1.2387
S 0.3325 -1.9656 -0.6254
Br 0.4161 0.6668 -3.5623
H 0.7897 0.5716 1.0276
H 1.5808 0.3437 -2.8408
H -0.9588 1.0116 1.5705
H -1.1649 -0.9777 2.7762
H 0.3551 -1.7582 2.4057

The value obtained for the HOMO-LUMO gap is 9.75 eV. The HOMO energy is -10.78 eV. The energy above the lowest of the compared OMol25 structures with the same formula, charge and spin comes out at 20.5 kcal/mol. Its LUMO energy is -1.03 eV.